[1]
7
Properties=species:S:1:pos:R:3 method="wB97M-V/def2-TZVPD" e_above_lowest_ev=2.493 smiles="[H]/N=N/C(=O)O" orbital_gap_ev=9.832 e_lumo_ev=-0.543
H 0.089 -2.263 0.545
N -0.168 -1.445 -0.026
N 0.006 -0.371 0.580
C -0.429 0.741 -0.156
O -1.571 1.091 -0.381
O 0.682 1.426 -0.475
H 1.390 0.821 -0.087

[2]
72
Properties=species:S:1:pos:R:3 method="wB97M-V/def2-TZVPD" e_above_lowest_ev=0.037 charge=+1 orbital_gap_ev=8.720 e_lumo_ev=-2.055
Cd 0.619 -0.347 1.538
O 1.695 0.117 3.561
S 2.018 1.547 3.353
O 0.408 2.146 3.406
O 2.335 1.720 1.899
C 0.165 3.307 2.724
C 0.441 4.541 3.305
C 0.179 5.705 2.604
C -0.358 5.648 1.323
C -0.637 4.421 0.751
C -0.381 3.236 1.443
P -0.807 1.622 0.736
C -2.590 1.457 0.984
C -3.498 2.358 0.432
C -4.850 2.226 0.692
C -5.304 1.200 1.513
C -4.404 0.308 2.075
C -3.049 0.434 1.809
C -0.515 1.815 -1.035
C 0.763 2.214 -1.430
C 1.079 2.295 -2.775
C 0.128 1.967 -3.733
C -1.138 1.559 -3.341
C -1.463 1.480 -1.993
H 0.857 4.566 4.304
H 0.395 6.663 3.058
H -0.556 6.557 0.772
H -1.037 4.380 -0.255
H -3.149 3.166 -0.200
H -5.552 2.927 0.261
H -6.362 1.105 1.719
H -4.756 -0.481 2.728
H -2.343 -0.255 2.256
H 1.505 2.462 -0.679
H 2.067 2.618 -3.078
H 0.374 2.037 -4.784
H -1.882 1.309 -4.087
H -2.456 1.163 -1.693
N -2.380 -3.620 0.074
C -2.415 -3.152 -1.216
C -1.636 -2.032 -1.226
N -1.133 -1.803 0.022
C -1.589 -2.773 0.784
C -1.234 -2.855 2.181
N -0.353 -2.036 2.712
C -0.246 -2.353 4.040
C -1.075 -3.397 4.312
N -1.696 -3.709 3.123
H -2.829 -4.459 0.397
H -2.973 -3.651 -1.987
H -1.404 -1.381 -2.052
H 0.420 -1.808 4.687
H -1.277 -3.937 5.220
H -2.391 -4.425 3.003
N 4.272 -0.222 0.232
C 3.598 -1.033 -0.570
S 1.922 -1.352 -0.442
N 4.330 -1.665 -1.509
C 3.876 -2.529 -2.547
C 2.808 -2.174 -3.362
C 2.428 -3.021 -4.390
C 3.117 -4.202 -4.622
C 4.197 -4.540 -3.820
C 4.575 -3.707 -2.779
H 3.748 0.472 0.789
H 5.214 0.043 -0.016
H 5.332 -1.600 -1.414
H 2.286 -1.243 -3.197
H 1.596 -2.746 -5.024
H 2.819 -4.853 -5.432
H 4.744 -5.456 -3.999
H 5.408 -3.974 -2.140

[3]
31
Properties=species:S:1:pos:R:3 method="wB97M-V/def2-TZVPD" e_above_lowest_ev=2.051 orbital_gap_ev=8.607 e_lumo_ev=0.370
C -1.425 -1.261 -1.766
C -0.439 -0.726 -1.074
O -0.180 -0.995 0.216
C -1.175 -1.696 0.934
C -0.798 -1.708 2.394
C 0.565 0.170 -1.665
C 1.305 -0.323 -2.901
N 0.758 1.352 -1.242
C 0.158 1.903 -0.139
C -1.205 1.924 -0.069
C -1.840 2.853 0.939
H -2.242 -1.867 -1.386
H -1.436 -1.228 -2.857
H -2.193 -1.338 0.750
H -1.288 -2.761 0.593
H -1.718 -1.568 3.124
H -0.238 -2.476 2.817
H -0.318 -0.778 2.572
H 0.673 -0.930 -3.467
H 2.197 -0.897 -2.601
H 1.732 0.604 -3.460
H 0.841 2.323 0.590
H -1.704 1.642 -1.011
H -2.683 2.196 1.254
H -1.077 2.833 1.715
H -2.158 3.731 0.487
C 3.283 -0.562 0.682
P 2.167 0.261 1.604
H 4.268 -0.375 0.543
H 3.090 -1.492 0.206
H 3.082 1.192 2.217

[4]
7
Properties=species:S:1:pos:R:3 method="wB97M-V/def2-TZVPD" e_above_lowest_ev=1.318 orbital_gap_ev="6.720 / 10.371" spin_multiplicity=3 e_lumo_ev="0.622 / -1.976"
C 0.447 -0.869 0.433
C -0.469 0.917 -0.573
O 1.315 -0.706 1.229
F -1.760 0.644 -0.345
Cl 0.087 1.005 -2.204
H -0.041 -1.723 0.165
H -0.258 1.742 0.191

[5]
79
Properties=species:S:1:pos:R:3 method="wB97M-V/def2-TZVPD" e_above_lowest_ev=1.142 charge=+3 orbital_gap_ev=5.131 e_lumo_ev=-10.948
Bi -0.204 -0.003 -0.409
P -1.886 -2.286 0.270
P 1.388 -1.180 1.927
P 1.521 -2.192 -1.541
H -1.455 4.542 -2.762
C -1.589 3.758 -3.505
C -2.554 2.841 -3.455
H -3.182 2.683 -2.571
C -3.487 -1.849 1.050
C -1.401 -3.737 1.294
C -2.457 -3.139 -1.253
C 2.983 -0.258 2.007
C 0.858 -0.861 3.658
C 2.046 -2.883 2.218
C 1.172 -2.299 -3.336
C 1.837 -3.969 -1.204
C 3.266 -1.601 -1.599
H -0.976 3.853 -4.417
H -2.869 2.372 -4.401
H -3.991 -1.069 0.474
H -3.350 -1.483 2.072
H -4.118 -2.742 1.076
H -1.116 -3.441 2.308
H -0.563 -4.282 0.852
H -2.262 -4.411 1.358
H -2.713 -2.409 -2.025
H -3.343 -3.737 -1.032
H -1.673 -3.790 -1.649
H 3.653 -0.830 2.664
H 2.805 0.733 2.447
H 3.451 -0.144 1.020
H 1.503 -1.470 4.310
H -0.188 -1.142 3.832
H 0.979 0.197 3.921
H 3.024 -2.774 2.708
H 2.173 -3.478 1.307
H 1.375 -3.420 2.902
H 1.668 -3.189 -3.746
H 1.545 -1.401 -3.843
H 0.090 -2.375 -3.504
H 2.094 -4.429 -2.168
H 0.934 -4.443 -0.801
H 2.680 -4.096 -0.513
H 3.840 -2.240 -2.288
H 3.714 -1.649 -0.595
H 3.275 -0.564 -1.962
C 0.690 2.321 -2.983
C 1.738 3.022 -3.831
C 2.520 2.059 -4.598
C 1.813 1.120 -5.283
C 0.599 0.630 -4.735
C 0.195 1.059 -3.471
O 0.348 3.013 -2.008
H 2.190 3.571 -2.979
H 1.172 3.675 -4.501
H 3.589 2.216 -4.698
H 2.140 0.705 -6.247
H 0.025 -0.160 -5.242
H -0.668 0.609 -2.947
C -2.883 2.087 1.037
P -1.121 1.865 1.411
C -0.398 3.468 0.945
C -1.045 1.944 3.240
C -1.987 1.241 4.020
C -1.851 1.224 5.412
C -0.806 1.914 6.044
C 0.110 2.624 5.263
C 0.010 2.633 3.870
H -2.999 2.164 -0.053
H -3.227 3.016 1.511
H -3.472 1.239 1.410
H -0.989 4.240 1.458
H 0.639 3.510 1.300
H -0.387 3.622 -0.148
H -2.833 0.720 3.545
H -2.572 0.666 6.012
H -0.699 1.889 7.135
H 0.920 3.184 5.733
H 0.742 3.195 3.282

[6]
23
Properties=species:S:1:pos:R:3 method="wB97M-V/def2-TZVPD" e_above_lowest_ev=3.097 charge=+1 orbital_gap_ev=9.219 e_lumo_ev=-5.270
C -0.751 0.764 0.806
C 0.779 1.269 0.724
C -1.221 0.354 -0.600
C 1.811 0.231 0.047
C -0.849 -0.987 -0.778
C -2.772 0.219 -0.722
C 2.296 -0.806 0.982
N 1.149 -0.680 -0.967
O 1.705 -1.102 -1.912
F -1.066 -1.587 -1.920
H -0.738 -0.062 1.579
H -1.496 1.652 1.144
H 0.829 2.056 0.042
H 1.173 1.580 1.622
H -0.885 0.969 -1.394
H 2.618 0.617 -0.399
H -0.708 -1.732 0.012
H -3.093 -0.663 -0.257
H -3.090 0.189 -1.698
H -3.274 0.975 -0.121
H 3.035 -0.278 1.592
H 2.907 -1.576 0.594
H 1.642 -1.402 1.624

[7]
24
Properties=species:S:1:pos:R:3 method="wB97M-V/def2-TZVPD" e_above_lowest_ev=4.257 charge=+1 orbital_gap_ev=9.522 e_lumo_ev=-3.355
C -2.569 0.020 0.057
C -1.011 -0.115 0.268
C -0.398 -0.052 -1.111
C 1.177 0.101 -0.908
C 1.862 -0.862 -0.280
C 1.754 1.391 -1.378
N -0.979 -1.415 1.157
H -2.755 0.845 -0.754
H -2.963 0.014 1.019
H -2.816 -0.850 -0.608
H -0.547 0.549 1.051
H -0.815 0.776 -1.691
H -0.809 -0.836 -1.929
H 1.339 -1.743 -0.060
H 2.859 -0.871 0.044
H 1.405 1.676 -2.470
H 1.588 2.413 -0.968
H 2.958 1.349 -1.252
H -1.950 -1.678 1.630
H -0.534 -1.147 1.977
H -0.497 -2.125 0.619
H 1.368 0.459 2.515
H 1.420 1.318 1.292
O 0.913 0.783 1.780

[8]
63
Properties=species:S:1:pos:R:3 method="wB97M-V/def2-TZVPD" e_above_lowest_ev=0.000 orbital_gap_ev=6.949 e_lumo_ev=-1.165
Lu -0.809 0.475 0.210
O 0.465 0.081 -1.718
S 1.807 -0.087 -1.131
O 2.694 0.997 -1.345
N 1.348 -0.285 0.379
C 2.190 -0.134 1.479
C 3.508 -0.439 1.609
C 4.147 -0.351 2.880
C 3.505 0.089 3.995
C 2.154 0.516 3.865
C 1.309 1.028 4.881
C 0.033 1.464 4.627
C -0.548 1.269 3.374
N 0.136 0.654 2.397
C 1.478 0.363 2.621
C 2.737 -1.539 -1.671
C 2.067 -2.698 -2.020
C 2.786 -3.750 -2.491
C 4.183 -3.690 -2.602
C 4.853 -2.573 -2.219
C 4.114 -1.501 -1.746
H 4.067 -0.808 0.801
H 5.126 -0.779 2.890
H 3.917 0.035 5.022
H 1.680 1.169 5.876
H -0.571 1.959 5.333
H -1.599 1.501 3.243
H 0.997 -2.703 -1.925
H 2.355 -4.642 -2.866
H 4.699 -4.555 -2.986
H 5.910 -2.483 -2.223
H 4.730 -0.647 -1.401
C -1.938 3.077 -1.552
C -2.255 3.307 -0.101
C -1.331 4.441 0.375
C -3.714 3.563 0.213
O -1.933 2.071 0.532
H -2.083 3.967 -2.132
H -2.609 2.324 -2.030
H -0.887 2.747 -1.738
H -1.848 5.370 0.454
H -0.462 4.598 -0.268
H -1.026 4.143 1.341
H -3.986 4.530 -0.171
H -3.847 3.474 1.312
H -4.324 2.817 -0.313
N -1.338 -1.684 1.451
C -2.002 -1.848 0.177
C -1.502 -2.689 -0.840
C -2.021 -2.629 -2.140
C -3.085 -1.787 -2.398
C -3.607 -1.003 -1.372
C -3.068 -0.984 -0.098
S -3.451 -1.220 -4.130
O -4.775 -1.718 -4.442
O -2.301 -1.779 -4.831
O -3.379 0.223 -3.910
H -0.544 -2.305 1.592
H -1.938 -1.731 2.279
H -0.668 -3.334 -0.610
H -1.649 -3.261 -2.935
H -4.416 -0.269 -1.550
H -3.477 -0.345 0.698